DFT (wB97M-V/def2-TZVPD) results for a molecular structure, C43H43MnNO3STe in a non-equilibrium geometry.

Each line ends with the Mulliken charge.
Atoms and positions in Å:
1 Mn -0.32414 0.13740 0.13909  -0.02
2 O -1.48972 0.54429 -1.01687  -0.29
3 C -1.89872 1.80731 -1.60596  1.86
4 C -1.64010 2.88497 -0.54918  -1.68
5 C -0.18111 3.07983 -0.25238  0.51
6 C 0.33801 4.36090 -0.28811  -0.70
7 C 1.67853 4.56961 -0.03197  -1.26
8 C 2.46335 3.46745 0.22591  -0.61
9 C 1.90438 2.19611 0.24503  0.16
10 C 2.83669 1.05640 0.56596  -1.83
11 C 2.55203 -0.27605 -0.11244  2.42
12 O 1.19272 -0.61904 0.24280  1.15
13 C 2.63008 -0.29557 -1.62848  0.02
14 C 2.40045 -1.50704 -2.27996  -0.22
15 C 2.44987 -1.58405 -3.66032  -1.11
16 C 2.74512 -0.45063 -4.40979  -0.74
17 C 2.98155 0.75393 -3.77227  -0.81
18 C 2.91865 0.83360 -2.38509  -0.06
19 C 3.44249 -1.34396 0.51513  -1.28
20 C 4.75173 -1.47130 0.06096  -0.35
21 C 5.60477 -2.39639 0.64144  -1.01
22 C 5.15699 -3.20882 1.67347  -0.80
23 C 3.85514 -3.08171 2.13022  -0.82
24 C 3.00080 -2.14875 1.55630  1.03
25 N 0.58535 2.00174 0.03276  1.38
26 C -1.11423 1.97069 -2.89425  0.04
27 C -0.77421 0.85099 -3.64650  -0.04
28 C -0.12555 0.99392 -4.86268  -0.78
29 C 0.19399 2.25712 -5.33936  -0.80
30 C -0.13852 3.37716 -4.59450  -0.98
31 C -0.79191 3.23497 -3.37745  -0.07
32 C -3.40388 1.68731 -1.81959  -0.65
33 C -4.18860 0.98173 -0.91366  -0.11
34 C -5.56323 0.91237 -1.07571  -0.97
35 C -6.17065 1.55765 -2.14357  -0.65
36 C -5.39480 2.27528 -3.03960  -0.95
37 C -4.01704 2.33798 -2.88275  -0.32
38 H -2.17865 2.58221 0.35349  0.49
39 H -2.07426 3.83026 -0.86779  0.68
40 H -0.31893 5.18578 -0.52278  0.61
41 H 2.10200 5.56425 -0.04755  0.48
42 H 3.52364 3.57152 0.40819  0.62
43 H 2.82453 0.88871 1.64832  0.70
44 H 3.85451 1.36235 0.32048  0.64
45 H 2.21532 -2.40277 -1.69696  0.60
46 H 2.28246 -2.53164 -4.15327  0.48
47 H 2.80320 -0.51380 -5.48791  0.51
48 H 3.22214 1.63698 -4.34773  0.53
49 H 3.12469 1.78595 -1.91976  0.41
50 H 5.10552 -0.85811 -0.75816  0.48
51 H 6.61900 -2.48957 0.27960  0.45
52 H 5.82087 -3.93747 2.11615  0.43
53 H 3.50178 -3.71296 2.93439  0.50
54 H 1.99042 -2.04960 1.92978  -0.77
55 H -1.03054 -0.14031 -3.29573  0.44
56 H 0.12301 0.11648 -5.44284  0.57
57 H 0.69471 2.36937 -6.29126  0.47
58 H 0.09816 4.36593 -4.96248  0.49
59 H -1.05914 4.12585 -2.82642  0.47
60 H -3.72708 0.48828 -0.06696  0.31
61 H -6.16291 0.35784 -0.36646  0.45
62 H -7.24155 1.50155 -2.27542  0.42
63 H -5.85940 2.78408 -3.87230  0.46
64 H -3.42664 2.88583 -3.60427  0.43
65 C -0.94832 -3.38334 1.54755  -0.45
66 Te -1.12414 -2.41895 -0.31649  0.53
67 C -3.22869 -2.45221 -0.37735  -1.17
68 H -1.73430 -3.02731 2.20305  0.13
69 H 0.02710 -3.15359 1.96659  -0.14
70 H -1.04084 -4.45335 1.38305  0.62
71 H -3.53249 -3.46965 -0.14461  0.51
72 H -3.54546 -2.19064 -1.38261  0.39
73 H -3.64364 -1.75061 0.33813  0.31
74 C 0.17439 -4.50919 5.72783  -1.51
75 C -0.35339 -3.28838 5.03555  1.01
76 C 0.52428 -2.37693 4.43506  -0.86
77 C 0.05399 -1.25573 3.78368  -0.40
78 C -1.32328 -1.04855 3.72289  0.87
79 C -2.22014 -1.93830 4.29528  -1.10
80 C -1.72290 -3.04796 4.96282  -0.71
81 S -1.98369 0.31966 2.85760  0.05
82 C -1.60428 1.66004 3.95556  -1.15
83 O -0.99664 0.62152 1.70621  -0.13
84 H 1.06904 -4.27672 6.30414  0.39
85 H 0.44503 -5.27320 4.99621  0.30
86 H -0.56733 -4.93813 6.39722  0.42
87 H 1.59124 -2.55023 4.49450  0.51
88 H 0.74285 -0.55773 3.32263  0.42
89 H -3.28800 -1.77114 4.23418  0.48
90 H -2.41158 -3.74038 5.42805  0.41
91 H -0.60143 1.54054 4.35761  0.37
92 H -2.34860 1.63507 4.75061  0.44
93 H -1.70192 2.58099 3.38409  0.44

Energy above the lowest of the compared OMol25 structures with the same formula, charge and spin (kcal/mol): 5.43
Charge: +2
Spin multiplicity: 2
Energy (eV): -102355.6974